(1)
A cluster of 7 separate species, C35H84O26P5 in total at a distorted geometry, computed with ωB97M-V with the def2-TZVPD basis set.

Each line ends with the Mulliken charge.
CARTESIAN COORDINATES (ANGSTROEM)
O -0.43 0.09 -0.73  1.37
C -0.19 -0.70 -1.75  -0.38
O 0.94 -1.24 -1.88  -0.73
O -1.07 -1.04 -2.57  -0.79
H 0.45 -0.10 -0.38  -0.40
C -4.39 -2.46 -4.37  -0.70
C -5.01 -1.23 -4.98  -0.41
O -4.90 -0.25 -4.04  -0.16
P -6.15 0.37 -3.15  0.71
O -7.41 0.54 -3.87  -0.84
O -6.14 -0.62 -1.88  0.07
C -7.02 -0.36 -0.80  -0.12
C -7.16 -1.51 0.10  -1.14
O -5.49 1.73 -2.55  -0.50
C -4.26 1.70 -1.89  1.14
C -4.09 2.80 -0.88  -0.98
H -5.09 -3.01 -3.74  0.23
H -3.99 -3.02 -5.22  0.47
H -3.47 -2.24 -3.84  -0.02
H -4.47 -0.93 -5.88  0.34
H -6.05 -1.44 -5.25  0.31
H -6.76 0.53 -0.23  0.24
H -8.02 -0.15 -1.18  0.35
H -7.48 -2.40 -0.45  0.37
H -6.29 -1.78 0.71  0.01
H -7.94 -1.45 0.86  0.45
H -4.23 0.75 -1.35  -0.61
H -3.50 1.69 -2.67  0.29
H -4.32 3.67 -1.50  0.46
H -4.89 2.63 -0.16  0.34
H -3.11 2.76 -0.40  -0.19
C -2.56 4.87 4.52  -1.04
C -3.87 4.09 4.72  -0.27
O -3.89 3.18 3.61  -0.38
P -3.18 1.71 3.68  0.49
O -3.64 0.91 4.84  -0.77
O -3.59 1.12 2.16  0.23
C -3.03 -0.10 1.74  1.69
C -3.48 -1.31 2.50  -0.95
O -1.59 2.12 3.61  -0.29
C -0.96 2.61 2.47  0.93
C 0.53 2.34 2.57  -0.91
H -1.64 4.31 4.68  0.25
H -2.39 5.27 3.52  0.25
H -2.47 5.70 5.21  0.46
H -3.79 3.64 5.71  0.28
H -4.71 4.79 4.68  0.32
H -3.31 -0.20 0.69  -1.02
H -1.94 -0.04 1.76  -0.30
H -4.56 -1.46 2.54  0.20
H -3.10 -2.22 2.04  -0.06
H -3.00 -1.31 3.48  0.54
H -1.50 2.25 1.59  -0.73
H -1.11 3.67 2.28  0.40
H 0.67 1.26 2.53  0.21
H 1.15 2.83 1.81  0.20
H 0.98 2.67 3.51  0.23
C -0.10 -3.01 3.19  -0.72
C -0.34 -4.33 2.43  -0.22
O 0.12 -4.18 1.06  -0.30
P -0.82 -4.34 -0.19  0.72
O -0.17 -4.21 -1.52  -0.79
O -1.49 -5.79 0.15  -0.31
C -1.88 -6.66 -0.88  -0.10
C -2.00 -8.09 -0.28  -1.33
O -2.03 -3.23 0.09  0.35
C -3.12 -2.95 -0.72  0.41
C -4.32 -3.57 -0.12  -1.27
H -0.71 -2.17 2.86  -0.10
H -0.03 -3.10 4.27  0.47
H 0.89 -2.63 2.94  0.09
H 0.20 -5.16 2.89  0.43
H -1.39 -4.61 2.52  0.22
H -2.83 -6.29 -1.26  0.21
H -1.22 -6.69 -1.75  0.33
H -1.07 -8.48 0.14  0.33
H -2.72 -8.04 0.54  0.31
H -2.46 -8.77 -0.99  0.40
H -3.28 -1.87 -0.74  -0.63
H -2.98 -3.37 -1.72  0.71
H -4.67 -3.48 0.91  0.24
H -5.14 -3.32 -0.80  0.36
H -4.11 -4.63 -0.17  0.14
C 3.32 1.53 -2.21  -0.55
C 3.56 2.90 -1.60  -0.14
O 3.28 2.70 -0.22  0.44
P 4.45 2.86 0.89  -0.16
O 5.70 2.08 0.60  -0.78
O 4.58 4.48 1.12  -0.22
C 5.73 5.00 1.80  -0.35
C 5.64 5.24 3.31  -1.02
O 3.70 2.38 2.25  0.38
C 4.36 1.63 3.22  0.10
C 3.52 1.69 4.48  -1.42
H 4.17 0.85 -2.18  -0.12
H 2.51 1.01 -1.69  -0.20
H 2.94 1.60 -3.23  0.54
H 4.55 3.32 -1.75  0.63
H 2.80 3.61 -1.92  0.02
H 6.53 4.33 1.49  0.34
H 5.99 5.93 1.31  0.36
H 5.59 4.32 3.89  0.16
H 6.35 5.94 3.74  0.41
H 4.76 5.86 3.49  0.27
H 4.48 0.60 2.86  -0.08
H 5.36 2.01 3.42  0.48
H 4.15 1.67 5.36  0.40
H 3.01 2.65 4.49  0.35
H 2.80 0.87 4.53  0.33
C 3.43 -1.45 0.48  0.08
C 3.34 -2.96 0.33  -0.53
O 4.38 -3.57 -0.36  -0.49
P 4.43 -3.49 -1.96  1.14
O 3.04 -3.42 -2.58  -0.63
O 5.41 -2.26 -2.36  -0.28
C 6.62 -2.04 -1.75  -0.31
C 6.68 -0.59 -1.16  -0.82
O 5.33 -4.79 -2.37  -0.37
C 5.34 -5.23 -3.70  -0.12
C 6.31 -6.38 -3.99  -1.22
H 3.46 -0.87 -0.44  -0.31
H 2.48 -1.22 0.97  -0.09
H 4.18 -1.15 1.22  0.43
H 3.36 -3.33 1.36  0.32
H 2.36 -3.19 -0.10  0.20
H 6.70 -2.72 -0.89  0.35
H 7.39 -2.25 -2.49  0.33
H 5.80 -0.30 -0.59  0.02
H 7.52 -0.31 -0.53  0.40
H 6.50 0.05 -2.02  0.28
H 4.32 -5.61 -3.83  0.24
H 5.52 -4.45 -4.43  0.29
H 6.44 -6.94 -3.06  0.30
H 5.94 -6.99 -4.81  0.35
H 7.26 -5.92 -4.27  0.29
C -0.64 3.44 -2.58  -1.58
C -0.23 3.60 -1.10  2.91
O -0.28 4.95 -0.65  -0.37
C 0.59 5.86 -1.09  0.64
O 1.61 5.64 -1.78  -0.60
O 0.19 7.13 -0.62  -0.29
C 0.73 8.34 -1.19  -0.69
H 0.07 3.82 -3.31  0.40
H -1.60 3.93 -2.79  0.44
H -0.72 2.39 -2.85  0.27
H 0.80 3.25 -0.97  -0.87
H -0.95 3.01 -0.53  -1.21
H 0.32 8.36 -2.20  0.29
H 1.82 8.32 -1.25  0.29
H 0.55 9.24 -0.61  0.26

Properties
Charge: -1
Max |F|: 7.24 eV Å⁻¹

(2)
A structure of composition C22H21I2N11O3S4SbTi, computed with ωB97M-V with the def2-TZVPD basis set.

Each line ends with the Mulliken charge.
CARTESIAN COORDINATES (ANGSTROEM)
Ti -1.05 1.61 -1.31  -0.86
O -3.54 2.11 -0.30  -0.35
C -3.88 1.51 0.94  -0.66
C -3.80 0.01 0.85  0.41
C -3.27 -0.73 1.91  -0.12
C -3.13 -2.10 1.76  -0.31
C -3.51 -2.68 0.56  -0.35
C -4.04 -1.87 -0.43  -0.44
N -4.21 -0.55 -0.28  -0.43
H -3.31 3.04 -0.10  0.31
H -4.90 1.81 1.23  0.42
H -3.20 1.85 1.74  0.20
H -2.92 -0.23 2.80  0.34
H -2.69 -2.70 2.55  0.34
H -3.36 -3.74 0.36  0.39
H -4.33 -2.28 -1.39  0.39
N 1.13 4.40 -1.53  -0.07
C 1.26 3.39 -2.46  0.31
N 2.26 3.33 -3.31  -0.64
N 2.02 2.19 -4.01  -0.66
N 0.96 1.61 -3.60  -0.20
N 0.42 2.36 -2.59  0.86
C 0.05 4.52 -0.70  0.35
N -0.14 5.53 0.13  -0.64
N -1.31 5.24 0.73  -0.77
N -1.78 4.13 0.31  -0.54
N -0.93 3.62 -0.63  0.87
H 1.77 5.17 -1.60  0.23
S 2.31 -2.77 -3.44  -0.40
Sb 0.14 -1.79 -3.32  0.51
S 0.68 -0.29 -1.27  -0.40
S -2.22 0.47 -2.84  -0.36
S -1.23 -3.36 -2.33  -0.68
I -2.98 2.76 -3.42  0.19
I -4.06 5.64 -4.19  -0.70
C 3.69 0.29 0.40  -1.01
O 2.91 -0.81 0.82  -0.27
C 3.21 -2.03 0.28  0.77
C 4.53 -2.42 0.07  -0.64
C 4.84 -3.67 -0.43  -0.64
C 3.81 -4.56 -0.72  -0.50
C 2.50 -4.17 -0.52  -0.63
C 2.16 -2.91 -0.02  0.50
N 0.79 -2.66 0.15  0.17
C 0.12 -1.38 0.13  -0.10
C 0.12 -0.64 1.44  -0.18
C 0.65 -1.16 2.61  -0.56
C 0.60 -0.45 3.80  -0.85
C 0.03 0.81 3.83  -0.81
C -0.53 1.35 2.67  -0.21
C -0.51 0.60 1.50  -0.20
O -1.14 1.07 0.41  1.79
H 3.13 1.18 0.67  0.25
H 3.83 0.28 -0.68  0.42
H 4.66 0.31 0.91  0.31
H 5.32 -1.71 0.29  0.30
H 5.87 -3.95 -0.60  0.37
H 4.02 -5.54 -1.13  0.35
H 1.69 -4.84 -0.79  0.31
H 0.25 -3.29 -0.43  0.14
H -0.92 -1.62 -0.13  0.72
H 1.12 -2.14 2.58  0.42
H 1.03 -0.87 4.70  0.41
H 0.01 1.39 4.75  0.38
H -0.99 2.33 2.66  0.44

Properties
Energy relative to the best compared isomer or geometry (same formula, charge and spin): 0.592 eV
<S²>: 0.76
Spin multiplicity: 2
Charge: -2
Max |F|: 0.48 eV Å⁻¹

Number 1: energy -5047.489349 Ha. Number 2: energy -4957.121413 Ha.